No. 1
{
  "formula": "C22H40Cl2CrN5O3",
  "method": "ωB97M-V with the def2-TZVPD basis set",
  "symbols": ["Cr", "Cl", "Cl", "O", "O", "O", "N", "N", "N", "N", "N", "C", "C", "C", "C", "C", "C", "C", "C", "C", "C", "C", "C", "C", "C", "C", "C", "C", "C", "C", "C", "C", "C", "H", "H", "H", "H", "H", "H", "H", "H", "H", "H", "H", "H", "H", "H", "H", "H", "H", "H", "H", "H", "H", "H", "H", "H", "H", "H", "H", "H", "H", "H", "H", "H", "H", "H", "H", "H", "H", "H", "H", "H"],
  "xyz": [[0.51101, 0.77887, -0.41796], [-0.18557, 2.88417, -0.18920], [1.64269, -0.45140, -2.01395], [0.74678, -1.87400, 0.56024], [-0.63844, 0.26694, 1.35752], [1.32187, 2.18483, -2.67601], [2.20752, 0.81427, 0.79028], [1.23034, -3.99204, -0.19171], [3.62136, -0.18978, 2.37332], [1.77368, 1.09146, 3.08065], [-2.25286, 0.31660, 2.98376], [3.57301, 4.40240, -6.64537], [4.02729, -0.52292, 3.73070], [-1.60754, 0.83442, 1.91882], [1.24410, 2.43553, 2.94998], [2.92460, 3.24374, -7.10126], [4.63977, -0.50924, 1.37700], [1.37031, 1.94482, -3.88277], [0.07152, -4.60788, 0.42545], [-1.88734, -0.96584, 3.58331], [2.09702, 2.82638, -4.85749], [2.71136, 4.01196, -4.41457], [-3.36065, -1.21441, -1.26434], [3.46438, 4.78237, -5.30240], [2.15525, -4.85686, -0.91089], [2.52012, 0.56171, 2.05832], [1.43297, -2.66582, -0.10856], [-1.27287, 0.14933, -1.64832], [-1.87704, -0.94282, -1.20417], [-3.25215, 1.10756, 3.69564], [-1.78319, 1.07898, -2.66033], [2.18862, 2.46259, -6.20907], [1.47761, 0.41382, 4.32697], [0.94854, 1.01268, -4.33739], [4.46677, -1.49170, 0.90675], [-3.56733, -2.28600, -1.29634], [0.38953, -5.35099, 1.16610], [1.43954, -0.67858, 4.20011], [-3.82266, -0.75795, -2.14505], [-4.17555, 0.52564, 3.82392], [2.93168, 0.48747, 0.14979], [-0.53239, -3.83461, 0.90892], [1.08282, 2.67127, 1.89624], [-3.88008, -0.83428, -0.37380], [-1.99850, 1.81526, 1.57197], [4.18683, 4.99845, -7.32986], [3.37933, -1.29600, 4.17942], [-1.45473, 2.09792, -2.45105], [2.96448, -4.24015, -1.31796], [2.58623, -5.61614, -0.24209], [-2.80901, -1.50622, 3.82357], [4.05812, 0.37846, 4.36051], [5.60211, -0.53209, 1.90252], [1.64579, -5.36874, -1.73994], [4.69068, 0.27689, 0.61538], [-1.31385, -1.73794, -0.71963], [3.98753, 5.67462, -4.94302], [-2.88200, 1.06095, -2.71488], [-1.40124, 0.80283, -3.64924], [-3.46676, 2.01612, 3.12031], [2.27464, -2.32204, -0.73874], [5.04151, -0.93275, 3.67214], [-1.34696, -0.80898, 4.52649], [0.28894, 2.50345, 3.47949], [1.94242, 3.17554, 3.37170], [-0.52251, -5.12590, -0.33809], [-1.27139, -1.55439, 2.90004], [1.67410, 1.56341, -6.54475], [3.02354, 2.95301, -8.14879], [2.59745, 4.32070, -3.37205], [2.19816, 0.67366, 5.11989], [-2.88654, 1.39568, 4.69404], [0.49495, 0.75338, 4.68341]],
  "forces_ev_per_angstrom": [[-2.097, -1.698, -0.744], [-0.352, 0.781, 0.085], [0.771, -0.414, -0.365], [0.842, -1.297, -0.740], [-1.325, 1.008, 0.836], [-0.032, 0.193, -2.558], [1.310, 0.051, 1.681], [-0.086, -0.320, 0.076], [0.388, -0.192, 0.175], [-0.151, -0.273, 0.091], [0.195, 0.144, -0.121], [-0.063, -0.323, 0.086], [0.072, 0.059, 0.244], [1.131, -0.617, -0.680], [0.108, 0.197, -0.380], [0.192, 0.302, 0.149], [-0.250, -0.097, -0.177], [0.360, 0.494, 1.372], [0.037, -0.130, -0.013], [-0.101, 0.170, 0.008], [0.001, 0.382, 0.046], [0.073, -0.073, -0.174], [-0.177, -0.196, -0.561], [-0.087, -0.123, 0.009], [-0.147, 0.216, -0.029], [-0.130, 0.083, -1.639], [-0.350, 0.972, 0.681], [1.600, -0.037, 1.252], [-0.417, -0.296, 0.130], [0.071, -0.040, -0.099], [-0.681, 0.765, -0.162], [0.059, 0.187, 0.310], [-0.007, -0.021, 0.278], [0.009, 0.405, 0.476], [0.062, 0.354, -0.014], [-0.035, -0.056, -0.083], [-0.077, 0.094, -0.008], [-0.037, 0.471, 0.021], [-0.089, -0.070, 0.165], [0.209, 0.167, -0.089], [-0.297, 0.017, 0.251], [0.175, -0.152, -0.149], [-0.028, 0.031, 0.263], [0.140, 0.041, -0.085], [0.296, -0.480, 0.068], [-0.313, -0.251, 0.238], [0.407, 0.401, -0.072], [-0.139, 0.030, -0.138], [-0.173, -0.189, 0.050], [-0.111, 0.182, -0.114], [0.131, -0.001, -0.119], [0.011, -0.401, -0.070], [-0.208, -0.008, -0.371], [0.117, 0.110, 0.179], [0.080, -0.284, 0.076], [0.100, 0.425, 0.572], [-0.280, -0.310, -0.158], [0.122, 0.137, -0.137], [0.018, -0.016, 0.059], [-0.001, -0.246, 0.189], [-0.211, -0.113, 0.417], [-0.334, 0.109, 0.189], [-0.015, -0.005, -0.182], [0.078, 0.027, -0.094], [-0.186, -0.102, 0.048], [0.027, 0.115, 0.124], [-0.077, 0.236, -0.004], [0.160, 0.107, 0.007], [-0.110, 0.055, 0.322], [0.055, -0.252, -0.320], [-0.317, -0.210, -0.066], [-0.061, -0.073, -0.266], [0.145, -0.149, -0.239]],
  "e_above_lowest_kcal_mol": 3.3,
  "e_tot_ha": -3326.62822,
  "orbital_gap_ev": [6.787, 6.861],
  "total_charge": 0,
  "homo_energy_ev": [-6.349, -6.424],
  "spin_multiplicity": 4,
  "s_squared": 3.951
}


No. 2
{
  "formula": "C3H6I2NS",
  "method": "ωB97M-V with the def2-TZVPD basis set",
  "symbols": ["I", "I", "S", "N", "C", "C", "C", "H", "H", "H", "H", "H", "H"],
  "xyz": [[-0.13051, -0.89850, -2.90167], [-1.18556, -3.08206, -0.21856], [-1.83792, 0.11244, -0.12691], [0.67830, -0.66610, 0.11871], [0.71988, 0.84000, 0.16139], [-0.63624, 1.32866, 0.66608], [-0.59678, -1.05730, -0.74350], [-0.71190, 1.13781, 1.72770], [1.36106, 1.21850, 0.95636], [0.60876, -1.15728, 1.01676], [-0.83649, 2.39956, 0.58784], [1.07560, 1.03248, -0.91416], [1.49179, -1.20822, -0.33005]],
  "forces_ev_per_angstrom": [[-0.040, -0.046, 1.081], [0.321, 0.589, -0.244], [-0.003, 0.641, -0.046], [0.273, -2.023, -1.183], [0.807, 0.198, -0.798], [-0.434, -1.587, -0.794], [0.244, 0.384, 0.651], [0.136, -0.202, 0.317], [0.983, -0.441, -0.550], [-0.474, 0.459, 0.225], [-0.037, -0.271, -0.888], [-0.799, 0.679, 1.786], [-0.978, 1.619, 0.444]],
  "e_above_lowest_kcal_mol": 8.5,
  "e_tot_ha": -1165.93958,
  "orbital_gap_ev": 8.365,
  "total_charge": 1,
  "homo_energy_ev": -13.089
}


No. 3
{
  "formula": "C3H10NOS",
  "method": "ωB97M-V with the def2-TZVPD basis set",
  "symbols": ["S", "O", "N", "C", "C", "C", "H", "H", "H", "H", "H", "H", "H", "H", "H", "H"],
  "xyz": [[-0.25765, -1.11155, -2.07095], [-0.57354, 0.29926, 1.81113], [0.87545, 2.09604, 2.25850], [-1.01268, -1.57132, -0.51128], [0.42618, 0.57539, -1.67150], [0.68363, 0.63589, 1.94465], [1.26374, 0.40460, 1.05089], [-1.37650, -2.67570, -0.60621], [-0.31314, 1.21310, -2.06658], [-0.31135, -1.30354, 0.29658], [0.42025, 0.67419, -0.59960], [1.27261, 0.00818, 2.79645], [1.49383, 0.84579, -1.95216], [-1.89453, -0.99443, -0.27960], [1.43246, 2.26489, 3.06609], [0.01238, 2.44170, 2.55956]],
  "forces_ev_per_angstrom": [[0.877, 0.368, -0.580], [-0.650, -0.026, 0.008], [1.215, -0.132, -0.973], [-0.368, -1.251, 0.241], [0.969, -1.000, 0.359], [0.486, -0.888, 1.752], [0.781, 0.156, -0.561], [1.102, 1.790, 0.327], [-0.370, 1.256, -0.529], [-0.425, -0.723, -0.005], [-0.284, 0.004, 0.488], [-0.599, 0.885, -0.798], [-1.427, -0.797, -0.296], [-0.282, 0.331, -0.128], [0.986, -0.296, 0.625], [-2.010, 0.323, 0.070]],
  "e_above_lowest_kcal_mol": 54.6,
  "e_tot_ha": -648.44456,
  "orbital_gap_ev": 6.162,
  "total_charge": -1,
  "homo_energy_ev": -2.720
}